Record 1
{"formula": "C3H4NP", "method": "wB97M-V/def2-TZVPD", "elements": ["C", "C", "C", "N", "P", "H", "H", "H", "H"], "positions_angstrom": [[-1.329515, -0.355130, 1.087082], [-0.523230, -0.217195, -0.016660], [0.997063, 0.327572, 0.184367], [-1.952901, -0.191924, 2.051245], [-1.087041, -0.789395, -1.529262], [1.359256, 0.173849, 1.108942], [1.703807, -0.065048, -0.489840], [1.011337, 1.324329, -0.059244], [-0.178776, -0.207058, -2.336631]], "atomic_forces_ev_per_a": [[-1.17, 0.74, 2.48], [3.45, -0.45, -3.22], [-3.59, -1.20, -2.24], [0.26, -0.56, -0.60], [-1.57, -0.06, 2.11], [0.85, -0.49, 3.45], [0.39, -1.19, -1.06], [-0.23, 2.70, -0.13], [1.62, 0.52, -0.78]], "lowdin_charge": [-0.36, -0.61, -0.06, 0.16, 0.91, 0.03, 0.05, 0.04, -0.17], "homo_ev": -9.62, "mol_weight_g_mol": 85.0, "spin_multiplicity": 1, "lumo_ev": -1.13, "relative_energy_kcal_mol": 24.1, "smiles": "[H]/P=C(\\C)C#N", "e_tot_ha": -512.7374, "charge": 0, "gap_ev": 8.498}

=====

Record 2
{"formula": "C2H3O3S", "method": "wB97M-V/def2-TZVPD", "elements": ["C", "C", "O", "O", "O", "S", "H", "H", "H"], "positions_angstrom": [[1.398306, 0.942327, 0.067931], [-0.588033, -1.048425, -0.064524], [0.508940, 1.689176, -0.261481], [-3.042862, -0.099590, -0.333426], [0.533762, -1.020725, 0.338603], [-1.777719, 0.048433, 0.479356], [2.289758, 0.614984, -0.597626], [1.618773, 0.788292, 1.088938], [-0.940923, -1.914468, -0.717771]], "atomic_forces_ev_per_a": [[1.40, 0.83, -1.00], [-4.36, -0.77, -0.81], [0.21, 0.10, -0.65], [-0.91, -0.20, -0.32], [4.29, -0.35, 1.15], [0.57, -0.27, -0.18], [-1.45, 0.09, 0.22], [0.29, -0.32, 1.52], [-0.05, 0.90, 0.07]], "lowdin_charge": [-0.28, -0.68, -0.10, -0.77, -0.18, 0.78, 0.10, 0.05, 0.09], "homo_ev": [-2.60, -2.60], "mol_weight_g_mol": 107.1, "spin_multiplicity": 1, "lumo_ev": [4.10, 4.10], "relative_energy_kcal_mol": 65.4, "e_tot_ha": -701.8906, "charge": -1, "gap_ev": [6.700, 6.699]}

=====

Record 3
{"formula": "C5H8O", "method": "wB97M-V/def2-TZVPD", "elements": ["C", "O", "C", "C", "C", "C", "H", "H", "H", "H", "H", "H", "H", "H"], "positions_angstrom": [[1.186033, 0.550750, -1.787187], [1.508338, 1.399667, -0.711089], [0.392776, 1.803191, 0.048377], [-0.437903, 0.692004, 0.546771], [-1.100401, -0.237651, 0.935091], [-1.885225, -1.359903, 1.448105], [0.412119, 0.987105, -2.438435], [2.103899, 0.413977, -2.363778], [0.829108, -0.424597, -1.430637], [0.798733, 2.361793, 0.897413], [-0.237113, 2.496431, -0.532373], [-1.242950, -2.229430, 1.614559], [-2.353349, -1.102660, 2.402274], [-2.677421, -1.652754, 0.753791]], "atomic_forces_ev_per_a": [[-0.03, -0.18, -0.23], [0.07, -0.01, 0.08], [-0.16, 0.15, 0.17], [-0.22, -0.43, 0.13], [0.28, 0.46, -0.11], [-0.03, -0.09, 0.03], [0.12, -0.01, 0.11], [-0.15, 0.01, 0.07], [0.05, 0.13, -0.08], [-0.08, -0.06, -0.12], [0.05, -0.14, 0.03], [-0.07, 0.10, -0.02], [0.07, 0.00, -0.10], [0.11, 0.07, 0.04]], "lowdin_charge": [-0.12, -0.19, -0.24, -0.01, -0.08, -0.11, 0.09, 0.09, 0.08, 0.13, 0.12, 0.08, 0.08, 0.08], "homo_ev": -9.58, "mol_weight_g_mol": 84.1, "spin_multiplicity": 1, "lumo_ev": 0.96, "relative_energy_kcal_mol": 55.9, "smiles": "CC#CCOC", "e_tot_ha": -270.4689, "charge": 0, "gap_ev": 10.541}